1.
Entry from OMol25: a molecular structure, C56H53AsN4O2PPdSTe (ωB97M-V/def2-TZVPD).

Computed properties:
E_HOMO (alpha / beta) ... -12.4 / -12.4 eV
⟨S²⟩ ... 0.76
LUMO (alpha / beta) ... -0.263 / -0.290 Ha
Multiplicity ... 2
Total charge ... +2
HOMO-LUMO gap (alpha / beta) ... 5.2848 / 4.5306 eV

```
120
C56H53AsN4O2PPdSTe (ωB97M-V/def2-TZVPD)
Pd -0.56299 -0.47356 1.93472
S -2.39842 0.35195 4.82203
C -0.93565 0.19858 4.19278
N 0.21306 0.12723 3.78160
N -6.32805 -4.74902 0.87501
C -5.31835 -4.49974 0.00577
O -5.21777 -5.00914 -1.09111
C -4.26603 -3.51402 0.45952
C -2.97602 -3.70383 -0.01416
C -2.00280 -2.79652 0.33090
N -2.25607 -1.71472 1.08492
C -3.49297 -1.53877 1.55680
C -4.52393 -2.41607 1.26392
H -7.01980 -5.43135 0.61255
H -6.34698 -4.38067 1.80734
H -2.75466 -4.55176 -0.65093
H -0.97828 -2.92137 0.00053
H -3.65884 -0.68011 2.18179
H -5.51581 -2.21025 1.65046
C 0.61792 -5.15227 -5.22735
C 1.03932 -4.34082 -4.03231
C 0.20493 -3.36368 -3.49925
C 0.58929 -2.55282 -2.43571
C -0.34592 -1.47233 -1.92883
C 1.84115 -2.83622 -1.92501
Te 2.55165 -1.34164 -0.52551
N 1.09601 -1.64131 0.85496
C 1.81792 -2.49848 1.56297
O 2.98782 -2.83473 1.05203
C 1.34341 -3.08175 2.82799
C 0.01191 -2.95140 3.24427
C -0.41852 -3.54178 4.41251
C 0.48573 -4.26426 5.18482
C 1.81383 -4.37965 4.79206
C 2.24282 -3.79745 3.60903
C 3.84120 -0.15781 0.80896
C 3.16300 0.64225 1.68659
C 3.94930 1.36200 2.57797
C 5.33402 1.26270 2.51457
C 5.95192 0.42037 1.59408
C 5.20386 -0.34073 0.70064
C 5.82766 -1.32051 -0.25616
C 2.74604 -3.78843 -2.38529
C 4.11772 -4.01442 -1.79941
C 2.29488 -4.54860 -3.45231
H -0.40152 -4.92277 -5.53024
H 0.68462 -6.21967 -5.01127
H 1.28113 -4.95232 -6.07076
H -0.78360 -3.20886 -3.92059
H -1.36911 -1.84980 -1.91160
H -0.31914 -0.61051 -2.59357
H -0.09941 -1.14442 -0.92101
H -0.73433 -2.42172 2.63455
H -1.45375 -3.45360 4.71778
H 0.14863 -4.73788 6.09995
H 2.51538 -4.92840 5.40775
H 3.27305 -3.89077 3.28824
H 2.08851 0.70024 1.71501
H 3.46859 1.98751 3.31865
H 5.94413 1.83236 3.20540
H 7.03237 0.34127 1.56481
H 6.90246 -1.39079 -0.11585
H 5.64854 -1.02314 -1.29677
H 5.40657 -2.31749 -0.09597
H 4.11080 -3.89807 -0.71484
H 4.84137 -3.31343 -2.22958
H 4.47296 -5.01810 -2.02043
H 2.94856 -5.31935 -3.84989
C -0.43870 2.16494 -0.45502
C 1.06566 2.32356 -0.19672
As 2.04877 3.46497 -1.48767
C 1.33638 2.66005 -3.12055
C 1.92622 1.46034 -3.51585
C 1.51431 0.80879 -4.67513
C 0.50970 1.36170 -5.45882
C -0.08800 2.55352 -5.06986
C 0.33004 3.20710 -3.91104
C 0.99733 5.07674 -1.30573
C 0.22745 5.34841 -0.17906
C -0.48985 6.53866 -0.09221
C -0.41563 7.47238 -1.11445
C 0.38292 7.22154 -2.22331
C 1.09915 6.03439 -2.31161
P -1.32145 1.52190 1.01124
C -3.04228 1.34687 0.52755
C -3.35819 0.78724 -0.71350
C -4.68314 0.61268 -1.08330
C -5.70220 0.99389 -0.21521
C -5.39375 1.53216 1.02891
C -4.06832 1.69423 1.41008
C -1.27242 2.96474 2.10530
C -0.35251 3.04859 3.14809
C -0.30335 4.18410 3.94818
C -1.16843 5.24123 3.70890
C -2.07351 5.17343 2.65478
C -2.12181 4.04710 1.84809
H -0.61839 1.52740 -1.31969
H -0.92290 3.12582 -0.63362
H 1.56028 1.35380 -0.23091
H 1.24397 2.74944 0.79206
H 2.73412 1.03862 -2.91987
H 1.99245 -0.11976 -4.97713
H 0.20823 0.87705 -6.38061
H -0.87341 2.98833 -5.67794
H -0.14334 4.13693 -3.62302
H 0.18368 4.64422 0.64700
H -1.09816 6.73730 0.78312
H -0.96181 8.40535 -1.03974
H 0.46247 7.95925 -3.01326
H 1.74702 5.86186 -3.16297
H -2.57278 0.48847 -1.40024
H -4.92236 0.18554 -2.05077
H -6.73832 0.86986 -0.51058
H -6.18614 1.82969 1.70620
H -3.83392 2.10043 2.38667
H 0.32090 2.22839 3.34533
H 0.40558 4.23637 4.76695
H -1.14046 6.12037 4.34184
H -2.74824 5.99906 2.46011
H -2.81812 4.01762 1.01843
```

2.
Entry from OMol25: a gas-phase ion, C9H9N2O2S (charge -1) (ωB97M-V/def2-TZVPD).

Computed properties:
E_HOMO ... -4.2 eV
LUMO ... 0.105 Ha
Multiplicity ... 1
Total charge ... -1
HOMO-LUMO gap ... 7.0818 eV

```
23
C9H9N2O2S (ωB97M-V/def2-TZVPD)
C -2.31485 1.71774 -0.19513
C -1.54151 1.13701 -1.20642
C -2.67472 1.11822 1.03264
C -1.99356 -1.01448 0.17302
C 2.55554 0.04762 -0.22405
C 2.20222 -1.35343 0.28694
C 1.24423 0.78287 -0.55742
C 0.67866 -1.27885 0.62456
C 0.13977 -0.29168 -0.34505
N -2.50292 -0.39106 1.14226
N -1.10085 -0.20236 -0.71741
O -1.11052 1.49639 -2.33487
O -3.18971 1.67894 1.98955
S -2.16246 -2.63931 -0.24898
H -2.58383 2.71250 -0.34100
H 3.10860 0.65316 0.54023
H 3.02190 -0.07825 -1.18649
H 2.45615 -2.05599 -0.50716
H 2.75247 -1.60172 1.27225
H 1.10260 1.52498 0.18114
H 1.29023 1.20518 -1.54745
H 0.13429 -2.31700 0.58109
H 0.48828 -0.85047 1.58773
```

3.
Entry from OMol25: 2 unconnected molecules or ions with the total composition C5H10N (ωB97M-V/def2-TZVPD).

Computed properties:
E_HOMO (alpha / beta) ... -5.7 / -9.0 eV
⟨S²⟩ ... 0.76
LUMO (alpha / beta) ... 0.041 / 0.040 Ha
Multiplicity ... 2
Total charge ... 0
HOMO-LUMO gap (alpha / beta) ... 6.8232 / 10.0932 eV

```
16
C5H10N (ωB97M-V/def2-TZVPD)
C 1.92508 1.79096 0.52810
C 0.67404 2.36662 0.73236
H 2.04978 0.63422 0.62111
H 2.84959 2.42976 0.23898
H -0.26334 1.93648 1.06433
H 0.56663 3.47528 0.50460
C -0.70476 -1.77992 -0.25699
C 0.04476 -2.58664 0.53390
C -1.40725 0.34541 -1.14754
N -0.60690 -0.35952 -0.41016
H -1.62555 -2.19205 -0.77050
H 0.76767 -2.27496 1.33555
H -0.13252 -3.66796 0.42784
H -1.13511 1.39691 -1.26318
H -2.24292 -0.16844 -1.62831
H 0.22292 0.12893 0.00176
```

4.
Entry from OMol25: a molecular structure, C55H38BrF4NOP3PtS (ωB97M-V/def2-TZVPD).

Computed properties:
E_HOMO (alpha / beta) ... -10.0 / -10.0 eV
LUMO (alpha / beta) ... -0.154 / -0.153 Ha
Multiplicity ... 1
Total charge ... +1
HOMO-LUMO gap (alpha / beta) ... 5.7676 / 5.8029 eV

```
105
C55H38BrF4NOP3PtS (ωB97M-V/def2-TZVPD)
Pt 0.15908 -0.19897 -0.43677
O -0.83605 -3.29524 1.05680
C -0.43611 -3.42941 2.36268
C -0.90956 -4.40132 3.23321
C -0.39567 -4.46538 4.51697
C 0.57813 -3.56809 4.93451
C 0.97219 -2.54346 4.09362
C 0.45692 -2.46331 2.80188
P 0.70528 -0.90664 1.85798
C 2.46875 -0.61301 2.13663
C 3.00644 0.65983 2.29691
C 4.38133 0.82295 2.37715
C 5.22108 -0.27164 2.25667
C 4.68998 -1.53957 2.05762
C 3.31997 -1.71294 2.00217
C -0.28276 0.08308 3.03420
C -1.66673 -0.07528 2.93828
C -2.50797 0.61595 3.79076
C -1.97381 1.46751 4.75047
C -0.60048 1.61021 4.86066
C 0.24975 0.91730 4.00873
C -0.62579 -4.30321 0.15999
C -0.39243 -5.63588 0.46640
C -0.28732 -6.56255 -0.55961
C -0.36959 -6.16627 -1.88345
C -0.52096 -4.82390 -2.18821
C -0.64803 -3.88428 -1.16992
P -0.89897 -2.11601 -1.50829
C -2.69889 -1.98335 -1.23682
C -3.58247 -2.94530 -1.72405
C -4.92911 -2.87948 -1.40031
C -5.40080 -1.86802 -0.57639
C -4.53004 -0.90579 -0.08485
C -3.18651 -0.96546 -0.41877
C -0.50368 -2.10798 -3.27863
C 0.86476 -2.08348 -3.55722
C 1.31813 -2.11388 -4.86492
C 0.40263 -2.16742 -5.90713
C -0.95580 -2.21362 -5.63188
C -1.41475 -2.18832 -4.32333
H -1.69342 -5.08064 2.92811
H -0.76242 -5.22124 5.19821
H 0.99895 -3.64485 5.92766
H 1.68103 -1.79959 4.43404
H 2.36690 1.53137 2.32309
H 4.79075 1.81499 2.51183
H 6.29396 -0.13816 2.29780
H 5.34298 -2.39400 1.93931
H 2.90131 -2.70080 1.85282
H -2.07613 -0.75928 2.20150
H -3.57969 0.49092 3.70519
H -2.63255 2.00856 5.41646
H -0.18366 2.26801 5.61180
H 1.32020 1.02441 4.11629
H -0.28585 -5.95701 1.48945
H -0.13421 -7.60405 -0.31092
H -0.29703 -6.89530 -2.67876
H -0.53302 -4.50474 -3.22151
H -3.21084 -3.75516 -2.34067
H -5.61149 -3.62965 -1.77791
H -6.44687 -1.83854 -0.30071
H -4.89698 -0.12032 0.56386
H -2.48751 -0.22927 -0.03085
H 1.57300 -2.05564 -2.73967
H 2.38157 -2.10381 -5.06652
H 0.74920 -2.18340 -6.93219
H -1.66654 -2.27088 -6.44535
H -2.47589 -2.24647 -4.12450
F -3.95746 5.86564 -0.04815
C -3.15475 4.93555 -0.52809
C -3.10515 4.68030 -1.88643
F -3.85892 5.38127 -2.71789
C -2.25387 3.70596 -2.38339
F -2.21784 3.59617 -3.70475
C -1.45003 2.92289 -1.55215
P -0.39726 1.53847 -2.18931
C 1.01064 2.43680 -2.89059
C 1.27969 3.76098 -2.56092
C 2.38809 4.39265 -3.09795
C 3.23260 3.70916 -3.95947
C 2.98181 2.38024 -4.26998
C 1.88117 1.73885 -3.72842
C -1.42143 1.08396 -3.63393
C -2.72840 0.68794 -3.34826
C -3.63666 0.47246 -4.37010
C -3.24200 0.63381 -5.68986
C -1.93707 1.00235 -5.97807
C -1.02847 1.23945 -4.95783
C -1.49435 3.23259 -0.19343
Br -0.36790 2.39083 1.04743
C -2.32777 4.21580 0.31439
F -2.33370 4.47996 1.61697
H 0.63949 4.30061 -1.87634
H 2.60226 5.41820 -2.82919
H 4.09281 4.21031 -4.38296
H 3.65575 1.83905 -4.92104
H 1.70303 0.69226 -3.94420
H -3.04678 0.57483 -2.31990
H -4.65429 0.18881 -4.13199
H -3.94972 0.47265 -6.49290
H -1.62607 1.13007 -7.00692
H -0.03644 1.58467 -5.20372
S 2.65232 -0.23911 -1.15199
C 2.76813 1.30475 -0.55690
N 2.86996 2.39237 -0.16306
```

5.
Entry from OMol25: a molecular structure, C25H53ClI2N11O23P4S (ωB97M-V/def2-TZVPD).

Computed properties:
E_HOMO ... -10.0 eV
LUMO ... -0.145 Ha
Multiplicity ... 1
Total charge ... +1
HOMO-LUMO gap ... 6.0843 eV

```
120
C25H53ClI2N11O23P4S (ωB97M-V/def2-TZVPD)
C -3.45006 -1.74012 2.06803
C -3.90079 -1.24277 0.55631
I -3.71514 -3.04382 -0.67084
C -3.41211 0.17169 0.11724
C -2.24065 0.85910 -0.65963
C -2.79369 0.82547 -2.18781
O -3.33774 -0.46524 -2.62716
N -4.36439 -0.18578 -3.51074
O -5.50632 -0.40306 -3.02247
C -2.32596 2.47366 -0.32882
Cl -2.11135 3.62303 -1.78423
P -4.08671 3.16608 0.14888
N -3.94125 4.75605 0.37375
O -1.54661 2.98733 0.73104
C -0.16605 2.61186 0.80430
N 0.62775 3.43518 -0.12696
S 0.43983 3.28722 2.48505
C -0.11888 1.02364 0.74271
P 1.65996 0.35458 1.14171
P 3.29358 1.66845 0.64356
O 3.59030 2.78759 1.67937
O 4.71356 0.66543 0.73098
O 3.35443 2.38001 -0.88053
P -0.91359 0.46393 2.36548
O -2.03721 1.30645 3.16825
O -0.37389 -1.02413 2.95693
N -0.76803 0.38025 -0.51748
C -0.75621 -1.10489 -0.46387
O 0.46735 -1.85405 -0.48611
C 0.26980 -3.24693 -0.72173
C -0.35833 -4.27251 0.24930
C -0.53562 -5.79711 -0.06643
C -0.01163 -6.35244 -1.43592
C 0.66764 -5.33885 -2.43380
C 0.79141 -3.81170 -2.09466
C 0.10575 0.80290 -1.67893
C 0.53363 -0.12310 -2.87977
C -0.47372 -0.75893 -3.90543
I 1.72875 1.27370 -4.16296
H -4.27532 -2.44608 2.47270
H -3.42403 -0.85337 2.78903
H -2.49701 -2.36601 2.04158
H -5.05829 -1.22099 0.72376
H -3.47091 0.71663 1.14864
H -4.38643 0.55501 -0.40627
H -2.14312 1.21153 -3.01603
H -3.74230 1.49741 -2.21109
H -4.48872 2.62588 1.42880
H -5.07164 2.84340 -0.85043
H -4.57124 5.26169 -0.27229
H 1.49071 3.80864 0.32787
H 0.07681 4.31479 -0.24936
H 1.11389 2.29998 3.17615
H 1.84094 0.27941 2.58790
H 4.67794 0.07519 -0.06430
H 4.18578 2.11976 -1.34170
H -2.09673 2.28205 3.14956
H -0.05105 -1.64809 2.26809
H -1.27374 -1.56617 0.46534
H -1.34709 -1.46313 -1.39632
H -0.74900 -3.89768 1.27009
H -1.04544 -6.45184 0.71596
H -0.09309 -7.46475 -1.69422
H 1.07650 -5.77350 -3.42069
H 1.30542 -3.15809 -2.88075
H -0.25685 1.77041 -2.20998
H 1.14110 1.21890 -1.34528
H 1.34936 -0.91466 -2.66019
H -1.20467 -1.55108 -3.53017
H 0.14693 -1.28331 -4.73328
H -1.10392 0.02118 -4.48731
C -2.88410 -4.74061 -5.31042
N -2.51320 -5.65090 -4.19574
O -1.68718 -6.51747 -4.43055
O -3.06555 -5.46255 -3.12365
H -2.31910 -5.02313 -6.19705
H -3.95402 -4.85153 -5.48304
H -2.63611 -3.72538 -5.00177
C -0.44150 6.63761 4.74918
N 0.20272 5.91201 5.87486
O 0.81017 4.88619 5.60874
O 0.07643 6.39740 6.98676
H -0.24887 6.09555 3.82485
H -1.51059 6.68066 4.95525
H -0.00533 7.63573 4.70931
C 5.05557 -7.20836 -2.23505
N 4.10109 -6.34311 -1.49354
O 3.92171 -5.21179 -1.91796
O 3.56477 -6.82958 -0.51114
H 5.45361 -6.64909 -3.07977
H 5.85262 -7.48454 -1.54554
H 4.50734 -8.08486 -2.57764
C -3.68764 8.45862 -1.16930
N -4.60930 8.19555 -0.03352
O -5.44920 7.32045 -0.18225
O -4.45801 8.87507 0.96588
H -3.93661 7.78422 -1.98683
H -3.82477 9.49665 -1.47002
H -2.67260 8.27949 -0.81666
C 4.04549 -11.13844 -2.44589
N 4.73997 -11.05746 -3.75793
O 4.93379 -12.10184 -4.35358
O 5.06631 -9.94350 -4.14306
H 3.81732 -12.18135 -2.23339
H 4.71771 -10.72932 -1.69230
H 3.13090 -10.55107 -2.52134
C 7.34811 0.04017 2.05195
N 8.39962 -1.00426 1.94101
O 9.18491 -1.11044 2.86792
O 8.39786 -1.68141 0.92429
H 7.46878 0.56157 2.99995
H 7.47675 0.72614 1.21587
H 6.38275 -0.46037 2.00795
C -0.61874 9.85820 7.78241
N -0.44954 10.30351 6.37449
O -1.21002 11.16248 5.96232
O 0.44408 9.77228 5.73201
H -1.44368 10.41104 8.22836
H -0.83376 8.78995 7.76547
H 0.31329 10.06585 8.30680
```